Entry P
An isolated ion of composition C5H10NO2 and charge -2. Source: the Open Molecules 2025 dataset; level of theory: ωB97M-V with the def2-TZVPD basis set.

Each line ends with the Mulliken charge.
Atoms and positions in Å:
O 1.5761 0.5543 -1.8490  -0.69
O 1.9330 2.4964 -0.7404  -0.76
N -2.2289 -2.3803 1.4313  -1.52
C -0.7406 -0.0714 -0.3636  -0.97
C -1.1004 -1.5252 1.7425  -2.83
C -0.2397 -1.2057 0.5210  -0.63
C 0.0105 1.2439 -0.1554  -0.74
C 1.3133 1.4432 -1.0130  0.48
H -0.5784 -0.2937 -1.4248  0.20
H 0.3063 1.3952 0.8898  0.26
H 0.7889 -1.0441 0.8521  0.43
H -0.5660 2.1391 -0.4141  0.40
H -0.2362 -2.1028 -0.0650  0.65
H -1.8206 0.0656 -0.2707  0.63
H -0.5411 -2.0889 2.4901  0.87
H -2.6200 -2.2750 0.5077  0.32
H -1.4357 -0.5726 2.1371  0.37
H -2.9503 -2.3322 2.1372  1.54

Its spin multiplicity is 2. As for the expectation value of S²: 0.751. As for the net charge: -2.

=====

Entry Q
C5H10NO2 as an isolated structure. Source: the Open Molecules 2025 dataset; level of theory: ωB97M-V with the def2-TZVPD basis set.

Each line ends with the Mulliken charge.
Atoms and positions in Å:
O -3.1897 -0.8203 0.7181  -0.73
O -3.2752 0.9167 -0.6915  -0.76
N 2.9450 0.4873 -0.4975  -0.92
C -0.3482 -0.8082 0.7601  -0.41
C 1.9445 -0.4748 -0.3266  -0.38
C -2.6812 0.1126 0.0561  0.39
C -1.1747 0.3737 0.2517  -0.20
C 1.1534 -0.6937 0.9718  -0.86
H 1.4868 0.2058 1.4991  0.48
H -0.9122 -1.2184 1.5684  0.47
H 0.8104 1.9098 -2.6295  0.25
H 0.4005 1.6827 -2.0342  -0.27
H 1.9644 0.9474 -0.3361  0.15
H 1.4845 -1.6066 1.4874  0.09
H -0.7155 0.6517 -0.6906  -0.09
H 1.6980 -1.2739 -1.0695  0.31
H -1.0640 1.2238 0.9139  0.30
H -0.5268 -1.6157 0.0488  0.18

Its spin multiplicity is 2. As for the expectation value of S²: 0.755. As for the net charge: -2.

=====

Q: Which of them is the most stable? A: entry P.

=====

Entry P
An isolated ion of composition C5H11FN and charge +1. Source: the Open Molecules 2025 dataset; level of theory: ωB97M-V with the def2-TZVPD basis set.

Each line ends with the Mulliken charge.
Atoms and positions in Å:
F 1.4746 -1.7515 0.8172  -0.25
N -1.2688 -1.0615 1.1508  -0.32
C 1.2429 -1.3020 -1.4069  -0.72
C -0.4196 -0.3501 0.2085  -0.13
C 0.9335 -1.1173 -0.1878  0.21
C 0.0535 1.0341 0.5771  -0.57
C 0.0419 2.0363 -0.5438  -1.10
H -0.8865 -1.1134 2.1289  0.39
H 2.1297 -1.9102 -1.6397  0.33
H -0.9903 2.2489 -0.8564  0.34
H 0.4547 3.1087 -0.2696  0.33
H 0.5359 1.5672 -1.4612  0.21
H -1.4144 -2.1243 0.7134  0.44
H -2.2516 -0.5644 1.2818  0.41
H -1.0397 -0.2345 -0.7536  0.36
H 1.1294 0.9224 0.8656  0.31
H -0.3432 1.4094 1.4698  0.50
H 0.6180 -0.7977 -2.0942  0.24

As for the SMILES: C=C(F)[C@@H]([NH3+])CC. As for the net charge: +1.

=====

Entry Q
A 2-piece molecular cluster, C5H11FN overall. Source: the Open Molecules 2025 dataset; level of theory: ωB97M-V with the def2-TZVPD basis set.

Each line ends with the Mulliken charge.
Atoms and positions in Å:
F 0.1379 0.7311 -2.4078  -0.16
N 0.1697 0.4814 0.8314  -0.01
C -0.2777 1.0286 2.1464  -1.25
C 1.6772 0.2593 0.6123  -0.86
C -0.5944 -0.6646 0.3826  -0.98
C -1.0115 -1.3332 -2.9761  -0.56
C -0.3351 -0.4560 -2.2843  0.40
H -1.6396 -2.1521 -2.5121  0.25
H -1.2717 1.1640 2.1987  0.43
H -0.0008 1.3727 0.3422  0.39
H 2.2378 1.0803 1.1344  0.32
H 1.8813 0.3049 -0.4140  0.34
H -0.8287 -1.4318 -4.0321  0.30
H -1.5773 -0.5380 0.0489  0.52
H 0.0015 0.4475 2.8956  0.50
H -0.5194 -1.4969 0.9687  0.43
H 0.1728 1.9298 2.2809  0.51
H 1.7780 -0.7271 0.7845  0.43

As for the net charge: +1.

=====

Q: Which of them is the most stable? A: entry P.

=====

Entry P
C16H13BrIrNS3Sb as an isolated structure. Source: the Open Molecules 2025 dataset; level of theory: ωB97M-V with the def2-TZVPD basis set.

Each line ends with the Mulliken charge.
Atoms and positions in Å:
Ir 0.0464 -0.2387 0.5315  1.51
Sb -1.6480 2.3643 -0.0446  0.37
Br 2.8362 -0.5290 1.6886  -0.11
S -0.5948 3.0514 1.8431  -0.62
S 0.2178 0.9226 -1.3161  -0.34
S -2.2267 -0.0253 0.4381  -0.51
N 0.3076 -0.2939 2.6184  -0.56
C 0.2078 -2.2193 0.1396  0.47
C -1.6031 0.6850 5.6893  -1.39
C 1.2572 -2.7779 -0.6630  0.96
C 2.1927 -2.0155 -1.4096  -0.43
C 0.4232 -5.0140 -0.0635  -0.82
C 3.1797 -2.6114 -2.1423  -0.95
C 3.2985 -4.0150 -2.1813  -0.52
C -0.6824 -0.0014 3.4688  -0.21
C -0.5939 -4.4524 0.6451  -0.94
C 0.8659 0.3460 5.2281  -0.38
C -0.4517 0.3226 4.7972  0.61
C 2.4047 -4.7823 -1.4963  -0.83
C 1.3634 -4.1951 -0.7346  1.19
C 1.9029 0.0685 4.3479  -0.62
C 1.5682 -0.2378 3.0520  0.36
C -0.6985 -3.0501 0.7409  -0.80
H -1.2601 0.9258 6.6939  0.36
H 0.5222 -6.0905 -0.1349  0.36
H -1.6781 -0.0148 3.0436  0.52
H -2.1237 1.5541 5.2842  0.32
H 4.0872 -4.4772 -2.7607  0.39
H -1.5087 -2.6270 1.3210  0.26
H -2.3214 -0.1324 5.7586  0.34
H 1.0922 0.6081 6.2541  0.37
H 2.9384 0.1116 4.6502  0.42
H 2.4692 -5.8636 -1.5283  0.36
H 3.8689 -1.9976 -2.7084  0.41
H -1.3275 -5.0730 1.1435  0.38
H 2.1160 -0.9380 -1.4188  0.08

Its spin multiplicity is 2. As for the expectation value of S²: 0.758. As for the net charge: 0.

=====

Entry Q
C16H13BrIrNS3Sb as an isolated structure. Source: the Open Molecules 2025 dataset; level of theory: ωB97M-V with the def2-TZVPD basis set.

Each line ends with the Mulliken charge.
Atoms and positions in Å:
Ir -0.4180 -0.3166 0.4600  0.92
Sb -3.8527 -0.8198 0.6381  0.47
Br 2.9654 -0.6924 -0.6325  -0.10
S -1.8951 -1.1086 -0.9860  -0.58
S -4.7330 1.1834 0.2297  -0.58
S -1.7978 -0.3886 2.1425  -0.41
N 0.8562 -2.2186 0.2684  -0.39
C 0.7757 -4.6102 0.4480  0.56
C 0.0928 1.6054 0.3179  0.15
C 1.6717 3.1528 1.3153  -0.94
C 0.0362 3.9658 -0.2745  1.09
C 0.2057 -3.3521 0.5608  -0.32
C -0.5115 2.6629 -0.4200  0.94
C 2.0920 -4.6676 0.0056  -0.36
C 2.1061 -2.3021 -0.1646  0.30
C -0.5322 5.0400 -0.9997  -0.89
C 1.1528 1.8518 1.1615  -0.20
C -1.6192 2.4858 -1.2779  -0.46
C 1.1264 4.1807 0.6026  -0.79
C -0.0246 -5.8357 0.7779  -1.35
C -2.1499 3.5452 -1.9585  -0.83
C 2.7727 -3.5045 -0.3086  -0.55
C -1.6008 4.8351 -1.8247  -0.50
H 1.6149 1.0416 1.7227  0.43
H 0.6111 -6.7183 0.8226  0.37
H -2.0347 5.6633 -2.3698  0.38
H -0.1051 6.0285 -0.8807  0.36
H -3.0129 3.3904 -2.5924  0.42
H 2.5878 -5.6244 -0.1003  0.38
H -0.8138 -3.2307 0.9059  0.48
H -0.5272 -5.7273 1.7387  0.36
H 1.5200 5.1853 0.7002  0.36
H -2.0624 1.5044 -1.3729  0.20
H -0.7917 -6.0090 0.0218  0.29
H 2.5030 3.3222 1.9868  0.38
H 3.7919 -3.5180 -0.6637  0.39

Its spin multiplicity is 2. As for the expectation value of S²: 0.764. As for the net charge: 0.

=====

Q: Which of them is the most stable? A: entry P.